Record 1
The following is a quantum chemistry calculation of 10 unconnected molecules or ions with the total composition C66H146N6O10, from the Open Molecules 2025 dataset.

Geometry as XYZ:
```
228
Properties=species:S:1:pos:R:3:lowdin_charge:R:1
C -2.998 -5.005 -5.543 -0.041
C -3.283 -4.182 -4.219 -0.427
C -2.842 -2.680 -4.439 -0.112
C -3.596 -1.666 -3.546 -0.128
C -5.150 -2.030 -3.583 -0.164
C -5.541 -3.360 -3.053 -0.435
N -4.702 -4.349 -3.833 -0.153
O -5.135 -5.618 -3.593 -0.012
C -5.373 -3.365 -1.486 -0.019
C -7.115 -3.535 -3.445 -0.009
C -2.438 -4.981 -3.122 -0.037
H -3.710 -4.672 -6.298 0.080
H -3.229 -6.025 -5.237 0.068
H -1.948 -4.956 -5.833 0.084
H -1.781 -2.562 -4.223 0.107
H -2.855 -2.506 -5.515 0.106
H -3.490 -0.631 -3.871 0.102
H -3.336 -1.750 -2.491 0.083
H -5.612 -1.857 -4.554 0.118
H -5.679 -1.305 -2.964 0.083
H -5.745 -4.264 -0.995 0.076
H -4.363 -3.252 -1.090 0.061
H -5.940 -2.610 -0.942 0.048
H -7.579 -4.443 -3.060 0.069
H -7.647 -2.665 -3.060 0.070
H -7.243 -3.535 -4.528 0.074
H -1.977 -4.266 -2.440 0.061
H -1.517 -5.392 -3.535 0.063
H -2.817 -5.919 -2.716 0.076
H -5.295 -5.900 -4.496 0.103
C -1.755 -1.855 4.233 -0.046
C -1.967 -3.315 3.865 -0.456
C -3.381 -3.449 3.211 -0.114
C -3.494 -4.764 2.424 -0.192
C -2.356 -4.874 1.457 -0.170
C -0.895 -4.815 1.903 -0.432
N -0.858 -3.709 2.904 -0.132
O 0.402 -3.455 3.368 -0.002
C -0.442 -6.230 2.532 0.003
C -0.066 -4.460 0.627 -0.019
C -1.916 -4.214 5.075 -0.038
H -1.844 -1.177 3.385 0.054
H -0.817 -1.515 4.670 0.081
H -2.480 -1.365 4.883 0.086
H -4.212 -3.482 3.914 0.117
H -3.765 -2.595 2.653 0.094
H -4.350 -4.761 1.749 0.105
H -3.732 -5.657 3.002 0.114
H -2.603 -4.100 0.730 0.110
H -2.588 -5.847 1.024 0.118
H -1.010 -7.019 2.038 0.070
H 0.612 -6.491 2.438 0.068
H -0.599 -6.255 3.611 0.060
H 0.984 -4.417 0.915 0.051
H -0.124 -5.295 -0.070 0.092
H -0.365 -3.472 0.275 0.074
H -0.936 -4.138 5.547 0.086
H -2.059 -5.251 4.771 0.073
H -2.538 -3.886 5.908 0.088
H 0.795 -3.000 2.620 0.076
C 6.318 0.953 1.844 -0.041
C 4.846 1.319 1.921 -0.419
C 4.589 2.519 2.914 -0.149
C 4.774 3.815 2.232 -0.203
C 3.974 3.873 0.985 -0.118
C 4.115 2.765 -0.112 -0.457
N 4.132 1.453 0.566 -0.116
O 4.061 0.332 -0.232 -0.013
C 2.906 2.810 -1.097 -0.013
C 5.442 2.914 -0.921 -0.017
C 4.196 0.105 2.676 -0.036
H 6.865 1.836 1.514 0.068
H 6.544 0.068 1.248 0.087
H 6.713 0.789 2.846 0.088
H 3.586 2.464 3.337 0.113
H 5.342 2.421 3.697 0.124
H 5.859 3.859 2.141 0.123
H 4.348 4.547 2.918 0.099
H 4.265 4.753 0.412 0.125
H 2.899 3.829 1.157 0.112
H 2.021 2.481 -0.553 0.060
H 2.671 3.787 -1.521 0.092
H 3.024 2.071 -1.889 0.046
H 5.429 3.781 -1.581 0.086
H 6.349 2.793 -0.328 0.070
H 5.536 2.144 -1.687 0.055
H 4.380 -0.810 2.113 0.058
H 3.108 0.157 2.666 0.065
H 4.617 -0.166 3.645 0.094
H 4.970 0.237 -0.525 0.088
C 3.460 0.645 -4.083 -0.025
C 3.836 -0.215 -5.329 -0.443
C 4.673 0.737 -6.202 -0.160
C 6.051 0.945 -5.695 -0.220
C 6.702 -0.359 -5.578 -0.180
C 6.045 -1.440 -4.730 -0.436
N 4.619 -1.436 -5.018 -0.136
O 3.932 -2.489 -4.410 0.012
C 6.683 -2.843 -5.118 -0.018
C 6.287 -1.132 -3.162 -0.003
C 2.684 -0.671 -6.274 -0.024
H 4.267 1.293 -3.740 0.059
H 3.079 0.087 -3.228 0.068
H 2.616 1.316 -4.246 0.072
H 4.751 0.366 -7.224 0.127
H 4.206 1.722 -6.213 0.123
H 6.052 1.373 -4.692 0.102
H 6.661 1.699 -6.193 0.124
H 7.732 -0.188 -5.266 0.123
H 6.873 -0.772 -6.572 0.123
H 6.434 -3.603 -4.378 0.064
H 6.281 -3.216 -6.060 0.084
H 7.772 -2.848 -5.083 0.078
H 5.655 -0.357 -2.729 0.049
H 6.167 -2.016 -2.534 0.056
H 7.342 -0.982 -2.932 0.075
H 2.898 -1.493 -6.957 0.089
H 2.225 0.145 -6.833 0.072
H 1.933 -1.083 -5.601 0.070
H 3.682 -2.126 -3.557 0.071
C -5.325 1.925 -0.748 -0.039
C -5.707 0.784 0.165 -0.462
C -4.410 -0.093 0.206 -0.116
C -3.303 0.390 1.179 -0.146
C -3.956 0.650 2.557 -0.131
C -5.171 1.573 2.620 -0.477
N -6.157 1.230 1.509 -0.109
O -7.435 1.882 1.575 -0.006
C -5.868 1.177 3.932 -0.047
C -4.943 3.045 2.541 -0.022
C -6.857 -0.069 -0.415 -0.041
H -4.315 2.334 -0.793 0.064
H -5.941 2.803 -0.552 0.085
H -5.580 1.734 -1.790 0.085
H -4.627 -1.109 0.536 0.100
H -4.038 -0.245 -0.807 0.105
H -2.832 1.302 0.813 0.083
H -2.550 -0.384 1.332 0.090
H -3.171 1.037 3.208 0.100
H -4.186 -0.316 3.007 0.098
H -5.234 1.402 4.789 0.088
H -6.700 1.825 4.206 0.072
H -6.390 0.220 3.947 0.090
H -4.110 3.375 3.161 0.074
H -4.633 3.370 1.547 0.070
H -5.781 3.632 2.915 0.091
H -7.735 0.567 -0.535 0.079
H -7.319 -0.925 0.077 0.084
H -6.677 -0.516 -1.393 0.049
H -7.893 1.222 2.102 0.094
C -0.540 2.108 4.417 -0.056
C -0.410 3.267 5.298 -0.536
C -0.384 2.656 6.784 -0.094
C 0.211 3.643 7.822 -0.187
C 1.559 4.086 7.325 -0.162
C 1.515 4.821 6.007 -0.496
N 0.824 4.005 4.989 -0.085
O 0.876 4.665 3.738 -0.016
C 0.835 6.233 6.191 -0.009
C 3.002 4.988 5.673 -0.033
C -1.587 4.195 5.211 -0.026
H -1.401 1.486 4.659 0.084
H 0.350 1.480 4.455 0.089
H -0.701 2.591 3.453 0.078
H -1.449 2.535 6.983 0.115
H 0.243 1.765 6.818 0.115
H 0.110 3.225 8.823 0.110
H -0.580 4.386 7.925 0.094
H 2.202 3.205 7.332 0.125
H 2.041 4.745 8.046 0.124
H 0.091 6.182 6.986 0.065
H 1.569 6.976 6.501 0.075
H 0.369 6.608 5.280 0.080
H 3.511 4.024 5.664 0.082
H 3.153 5.393 4.673 0.068
H 3.322 5.639 6.487 0.087
H -2.539 3.669 5.286 0.083
H -1.599 4.656 4.223 0.083
H -1.488 4.963 5.978 0.075
H 1.733 4.425 3.377 0.075
C 0.546 0.612 1.479 -0.036
C 0.647 -0.697 0.676 -0.452
C 0.549 -0.429 -0.793 -0.046
O 1.922 -1.257 0.872 -0.075
H 0.700 0.435 2.544 0.061
H -0.361 1.166 1.236 0.061
H 1.370 1.309 1.323 0.063
H -0.088 -1.445 0.973 0.114
H -0.458 -0.117 -1.071 0.079
H 0.747 -1.291 -1.429 0.078
H 1.343 0.164 -1.248 0.067
H 2.641 -0.647 0.692 0.036
C -1.442 3.779 -1.607 -0.034
C -1.846 4.194 -0.102 -0.437
C -0.643 4.422 0.807 -0.060
O -2.534 5.457 -0.077 -0.055
H -2.336 3.541 -2.184 0.060
H -0.731 2.963 -1.736 0.057
H -0.941 4.621 -2.085 0.070
H -2.444 3.433 0.399 0.090
H -0.797 5.115 1.634 0.072
H 0.038 5.037 0.219 0.080
H -0.230 3.468 1.136 0.054
H -3.484 5.370 -0.182 0.082
C 4.523 -3.810 0.756 -0.044
C 4.175 -3.978 -0.695 -0.526
C 3.256 -5.224 -0.959 -0.017
O 3.618 -2.791 -1.061 -0.050
H 5.012 -2.864 0.989 0.074
H 5.123 -4.635 1.139 0.088
H 3.548 -3.726 1.236 0.077
H 5.081 -4.082 -1.292 0.130
H 3.912 -6.064 -0.733 0.076
H 2.952 -5.228 -2.006 0.079
H 2.381 -5.319 -0.316 0.044
H 3.020 -2.631 -0.328 0.046
C -0.050 3.348 -5.065 -0.065
C -0.334 3.004 -6.517 -0.516
C -1.215 1.687 -6.711 -0.022
O -0.812 4.118 -7.156 -0.027
H 0.239 2.482 -4.469 0.065
H -0.951 3.647 -4.531 0.067
H 0.680 4.156 -5.016 0.082
H 0.650 2.829 -6.952 0.121
H -1.246 1.474 -7.780 0.067
H -2.249 1.696 -6.367 0.072
H -0.654 0.853 -6.290 0.060
H -0.002 4.598 -7.343 0.095
```

Summary:
Multiplicity ... 1
SMILES string ... CC1(C)CCCC(C)(C)N1O.CC1(C)CCCC(C)(C)N1O.CC1(C)CCCC(C)(C)N1O.CC1(C)CCCC(C)(C)N1O.CC1(C)CCCC(C)(C)N1O.CC1(C)CCCC(C)(C)N1O.CC(C)O.CC(C)O.CC(C)O.CC(C)O
Calculated total energy ... -3682.737640 Ha

Record 2
The following is a quantum chemistry calculation of 8 unconnected molecules or ions with the total composition C39H73BrN11O10P, from the Open Molecules 2025 dataset.

Geometry as XYZ:
```
135
Properties=species:S:1:pos:R:3:lowdin_charge:R:1
C 5.040 -1.532 1.737 -0.084
C 5.886 -0.313 1.153 -0.228
C 4.926 0.923 0.898 -0.593
Br 5.775 2.680 1.360 0.659
C 4.246 0.933 -0.501 -0.113
C 4.856 1.122 -1.703 -0.087
C 6.395 1.319 -1.818 -0.062
C 7.060 0.048 -2.559 -0.608
N 7.217 0.258 -4.024 0.064
N 8.437 -0.092 -1.991 0.044
N 6.299 -1.165 -2.183 0.085
C 3.959 1.133 -2.986 -0.291
O 4.342 0.755 -4.069 0.082
C 2.466 1.620 -2.839 -0.196
P 1.596 2.500 -4.267 0.903
N 0.160 1.631 -4.718 -0.183
O 2.597 2.464 -5.665 -0.344
C 1.818 1.391 -1.646 -0.108
C 0.336 1.768 -1.353 -0.096
C -0.628 0.527 -1.232 -0.162
C -1.470 0.066 -2.348 -0.039
C -2.354 -1.135 -2.218 -0.097
C -2.439 -1.901 -0.972 -0.108
C -1.613 -1.433 0.149 -0.090
C -0.764 -0.260 0.016 -0.043
C 2.692 0.696 -0.542 -0.230
O 2.242 -0.064 0.291 0.088
H 3.955 -1.275 1.891 0.060
H 5.041 -2.406 1.027 0.076
H 5.418 -1.843 2.753 0.068
H 6.493 -0.603 0.266 0.080
H 6.608 -0.010 1.954 0.068
H 4.094 0.817 1.648 0.082
H 6.925 1.406 -0.842 0.068
H 6.593 2.183 -2.515 0.128
H 6.561 -0.355 -4.521 0.060
H 8.136 -0.141 -4.251 0.066
H 8.826 -1.005 -2.266 0.078
H 9.072 0.578 -2.446 0.081
H 6.895 -1.663 -1.513 0.073
H 6.072 -1.754 -2.983 0.079
H 0.303 0.618 -4.738 0.048
H -0.265 1.982 -5.576 0.045
H 2.143 1.845 -6.265 0.036
H 0.306 2.262 -0.337 0.133
H -0.117 2.472 -2.097 0.102
H -1.492 0.580 -3.331 0.073
H -3.019 -1.488 -3.049 0.101
H -3.104 -2.790 -0.849 0.097
H -1.675 -2.035 1.091 0.091
H -0.162 0.027 0.915 0.096
C -4.559 0.928 -1.355 -0.346
O -3.918 1.683 -2.051 0.014
N -5.878 1.050 -1.069 -0.189
C -6.572 0.095 -0.226 -0.053
C -6.616 2.168 -1.622 -0.045
H -4.092 0.049 -0.888 0.109
H -7.386 -0.360 -0.795 0.067
H -6.982 0.619 0.642 0.090
H -5.894 -0.687 0.116 0.079
H -6.564 2.132 -2.713 0.091
H -6.163 3.103 -1.283 0.091
H -7.658 2.130 -1.305 0.075
C 10.363 -1.157 3.271 -0.354
O 9.848 -1.739 2.336 0.005
N 10.250 0.169 3.528 -0.198
C 10.896 0.791 4.665 -0.063
C 9.455 0.988 2.635 -0.039
H 10.987 -1.687 4.011 0.129
H 10.136 1.247 5.304 0.090
H 11.583 1.563 4.310 0.087
H 11.453 0.056 5.244 0.081
H 8.434 0.607 2.620 0.062
H 9.866 0.925 1.625 0.096
H 9.455 2.025 2.966 0.089
C 4.134 5.104 -3.675 -0.363
O 3.990 5.528 -2.545 0.009
N 4.286 5.867 -4.784 -0.195
C 4.454 5.287 -6.101 -0.061
C 4.279 7.311 -4.645 -0.047
H 4.154 4.022 -3.890 0.105
H 5.411 5.612 -6.517 0.087
H 3.642 5.626 -6.749 0.090
H 4.438 4.199 -6.050 0.068
H 5.088 7.613 -3.977 0.091
H 3.330 7.627 -4.207 0.092
H 4.411 7.786 -5.617 0.084
C -10.003 -1.702 0.512 -0.341
O -9.424 -1.692 -0.559 -0.012
N -10.813 -0.719 0.967 -0.195
C -11.472 -0.798 2.256 -0.057
C -11.027 0.453 0.137 -0.031
H -9.908 -2.545 1.217 0.138
H -12.554 -0.752 2.109 0.090
H -11.154 0.045 2.874 0.091
H -11.220 -1.728 2.764 0.084
H -11.459 0.145 -0.817 0.092
H -10.067 0.938 -0.056 0.084
H -11.697 1.153 0.633 0.089
C 6.410 -1.747 6.445 -0.355
O 7.070 -0.998 5.754 0.010
N 5.086 -1.612 6.703 -0.203
C 4.369 -2.555 7.538 -0.064
C 4.360 -0.491 6.129 -0.037
H 6.856 -2.629 6.933 0.131
H 3.563 -3.009 6.956 0.088
H 3.944 -2.025 8.395 0.088
H 5.034 -3.339 7.898 0.082
H 4.432 -0.533 5.040 0.083
H 4.814 0.440 6.473 0.094
H 3.314 -0.524 6.429 0.086
C -3.894 -1.175 3.595 -0.352
O -4.646 -0.997 2.659 0.007
N -3.880 -2.276 4.387 -0.204
C -2.951 -2.421 5.490 -0.062
C -4.827 -3.343 4.120 -0.045
H -3.137 -0.427 3.883 0.134
H -2.334 -3.308 5.327 0.089
H -3.513 -2.536 6.420 0.088
H -2.305 -1.547 5.570 0.083
H -4.671 -3.717 3.106 0.092
H -5.843 -2.950 4.193 0.091
H -4.696 -4.155 4.834 0.086
C -12.234 -2.492 -3.992 -0.352
O -12.986 -2.310 -4.930 0.008
N -12.224 -3.592 -3.201 -0.203
C -11.295 -3.738 -2.097 -0.061
C -13.173 -4.656 -3.470 -0.048
H -11.475 -1.746 -3.702 0.133
H -10.681 -4.627 -2.262 0.093
H -11.860 -3.853 -1.168 0.089
H -10.647 -2.868 -2.015 0.053
H -13.017 -5.030 -4.484 0.092
H -14.188 -4.261 -3.398 0.091
H -13.044 -5.469 -2.757 0.084
```

Summary:
Multiplicity ... 1
SMILES string ... CC[C@@H](Br)C1=C(CC(N)(N)N)C(=O)C(P(N)O)=C(Cc2ccccc2)C1=O.CN(C)C=O.CN(C)C=O.CN(C)C=O.CN(C)C=O.CN(C)C=O.CN(C)C=O.CN(C)C=O
Calculated total energy ... -5799.846440 Ha

Record 3
The following is a quantum chemistry calculation of a gas-phase ion, C9H16N5 (charge +1), from the Open Molecules 2025 dataset.

Geometry as XYZ:
```
30
Properties=species:S:1:pos:R:3:lowdin_charge:R:1
C 1.317 -2.467 0.194 -0.144
C 2.246 -0.423 0.169 -0.356
C 0.342 2.520 0.735 0.211
C 2.461 1.728 -0.243 -0.126
C 0.960 0.197 0.700 -0.083
C -0.238 -0.592 -0.256 -0.410
C 0.033 -0.264 -1.719 0.016
C -1.982 -0.806 1.439 -0.058
C -2.548 0.231 -0.676 -0.060
N 2.382 -1.760 0.214 0.152
N 3.014 0.438 -0.367 0.151
N 0.066 -1.991 0.015 0.108
N 1.142 1.567 0.441 -0.035
N -1.490 -0.174 0.229 -0.209
H 1.417 -3.537 0.303 0.143
H -0.605 2.311 1.211 0.120
H 0.603 3.538 0.498 0.126
H 3.110 2.372 0.362 0.148
H 2.339 2.197 -1.225 0.144
H 0.684 -0.021 1.728 0.161
H -0.680 -0.785 -2.351 0.102
H 1.030 -0.597 -1.997 0.099
H -0.044 0.802 -1.909 0.088
H -2.720 -0.149 1.897 0.096
H -2.462 -1.772 1.247 0.097
H -1.172 -0.962 2.151 0.085
H -3.013 -0.620 -1.185 0.100
H -3.315 0.734 -0.091 0.094
H -2.181 0.929 -1.423 0.082
H -0.696 -2.645 -0.090 0.156
```

Summary:
Net charge ... +1
Multiplicity ... 1
SMILES string ... C=[N+]1CN=C2N=CN[C@@](C)(N(C)C)[C@@H]21
Calculated total energy ... -626.034897 Ha

Record 4
The following is a quantum chemistry calculation of 3 unconnected molecules or ions with the total composition N3O5S, from the Open Molecules 2025 dataset.

Geometry as XYZ:
```
9
Properties=species:S:1:pos:R:3:lowdin_charge:R:1
N 2.512 -1.845 1.069 0.207
N -1.860 -1.494 -0.853 -0.318
N 2.043 -1.046 0.450 -0.312
O -1.313 -2.182 0.052 -0.221
O -1.459 -0.264 -0.992 -0.352
O 1.501 -0.206 -0.110 0.059
O 0.199 1.994 1.073 -0.453
O -1.365 2.980 -0.398 -0.455
S -0.259 2.063 -0.290 0.843
```

Summary:
Net charge ... -1
Multiplicity ... 3
Calculated total energy ... -938.483985 Ha